A molecular structure, C57H67O3P2Sr, computed with the ωB97M-V functional and the def2-TZVPD basis.

```
130
Properties=species:S:1:pos:R:3:forces:R:3:lowdin_charge:R:1
Sr 0.00527 0.67574 -0.61773 -1.226 -1.686 0.363 1.44
C -2.92569 0.31262 0.23794 0.267 -0.125 0.073 -0.11
C -3.40277 1.54327 0.72290 -0.135 0.064 -0.059 -0.13
C -3.43281 2.45089 -0.40042 0.175 0.048 0.128 -0.12
C -2.87163 1.75408 -1.48191 0.025 -0.090 -0.126 -0.11
C -2.59676 0.40136 -1.14146 -0.549 0.200 -0.246 -0.40
C -2.87598 -0.68407 -2.18324 0.211 -0.084 0.099 -0.56
C -4.33760 -0.56568 -2.64255 -0.014 -0.006 -0.025 -0.03
C -1.96364 -0.51409 -3.39945 -0.023 -0.002 -0.072 -0.04
C -2.69949 -2.07672 -1.58868 0.022 -0.075 -0.011 -0.05
C -4.18333 3.77466 -0.64326 -0.038 0.023 -0.045 -0.52
C -3.64552 5.01593 0.08378 -0.027 -0.005 0.048 -0.06
C -4.15380 4.14121 -2.13714 0.059 -0.003 -0.005 -0.07
C -5.67355 3.58840 -0.30339 0.003 0.017 -0.026 -0.04
C -3.97642 1.58133 2.14810 0.057 -0.020 0.035 -0.52
C -4.11552 2.95406 2.81202 0.024 0.022 0.041 -0.05
C -3.08294 0.75053 3.09124 0.002 0.026 -0.001 -0.06
C -5.36573 0.91744 2.13368 -0.030 -0.028 0.015 -0.04
H -2.92411 -0.60536 0.81255 -0.021 -0.019 -0.021 0.09
H -2.84277 2.11774 -2.49923 -0.013 0.013 0.014 0.10
H -4.50964 0.37618 -3.16480 0.002 -0.002 0.006 0.08
H -5.00629 -0.59807 -1.77977 0.009 -0.007 -0.006 0.10
H -4.60141 -1.38607 -3.31709 0.005 0.014 0.010 0.09
H -2.14006 0.44097 -3.89835 0.004 -0.001 0.029 0.09
H -2.11905 -1.31176 -4.13125 -0.008 0.012 -0.010 0.09
H -0.90252 -0.55474 -3.12496 0.034 -0.017 0.037 0.04
H -3.37090 -2.23564 -0.74326 -0.012 0.015 -0.016 0.09
H -1.68221 -2.24352 -1.23392 0.043 0.039 0.023 0.02
H -2.91199 -2.84334 -2.33690 -0.007 -0.001 -0.002 0.09
H -2.67370 5.31491 -0.31916 0.038 -0.033 -0.002 0.07
H -3.55202 4.88089 1.15817 0.031 -0.003 0.013 0.06
H -4.32119 5.85777 -0.08813 0.000 -0.009 0.028 0.09
H -3.13850 4.34219 -2.49162 -0.008 -0.033 0.011 0.08
H -4.74027 5.04815 -2.29461 0.015 0.011 0.007 0.09
H -4.58357 3.35327 -2.75572 -0.029 0.014 0.002 0.08
H -5.85798 3.45677 0.75870 0.010 -0.020 -0.016 0.05
H -6.07437 2.71626 -0.82344 0.022 -0.004 -0.002 0.10
H -6.23815 4.46661 -0.62639 -0.004 0.001 0.004 0.09
H -3.15189 3.44111 2.96516 -0.056 0.011 -0.013 0.06
H -4.56292 2.82312 3.80027 0.000 -0.008 -0.010 0.09
H -4.75379 3.63666 2.26394 -0.025 0.022 -0.029 0.05
H -2.03759 1.06790 3.02565 0.002 0.009 0.012 0.07
H -3.12789 -0.31571 2.86991 0.025 0.010 -0.026 0.07
H -3.41404 0.88048 4.12432 -0.007 -0.021 -0.004 0.09
H -6.07999 1.47751 1.52797 0.065 -0.021 0.027 0.07
H -5.76388 0.84386 3.14979 -0.011 0.004 -0.009 0.09
H -5.29511 -0.08895 1.71778 -0.017 0.007 0.006 0.08
C -0.73613 3.69459 1.58932 -0.112 -0.453 0.296 -0.03
O -0.04890 2.57641 1.00147 0.294 0.565 -0.513 -0.32
C 0.82899 3.07277 -0.00268 0.289 0.311 -0.277 -0.28
C 0.16898 3.33077 -1.40171 0.148 0.850 0.138 -0.19
O 0.43773 2.37822 -2.43974 0.269 -0.566 0.660 -0.31
C 1.82514 2.30837 -2.78629 -0.057 0.309 -0.002 -0.06
H 0.00296 4.39362 1.98560 -0.003 0.007 0.021 0.10
H -1.34258 3.30141 2.39687 0.046 -0.028 -0.039 0.07
H -1.37865 4.16364 0.85222 -0.063 0.080 -0.018 0.07
H 1.64139 2.33968 -0.07444 0.351 0.218 0.073 0.06
H 1.29106 3.99673 0.34191 0.081 -0.017 0.013 0.14
H 0.51940 4.30529 -1.74667 -0.170 0.069 -0.041 0.14
H -0.92152 3.32817 -1.28749 0.056 0.119 -0.037 0.11
H 2.09737 3.15217 -3.42283 -0.009 -0.019 -0.034 0.11
H 1.99918 1.37395 -3.31732 -0.063 0.015 -0.049 0.10
H 2.44046 2.34053 -1.88499 0.224 -0.069 -0.135 0.07
O 2.61091 -2.34009 0.78799 0.020 -0.135 -0.037 -0.09
C 3.38159 -2.90081 -0.20667 -0.044 0.104 0.063 -0.29
C 4.72085 -3.20733 -0.04913 0.001 -0.019 0.018 0.00
C 5.41686 -3.72218 -1.13439 -0.030 0.000 -0.037 -0.06
C 4.77721 -3.92086 -2.34977 0.026 0.004 0.051 -0.07
C 3.43448 -3.59327 -2.48958 0.019 0.047 -0.023 -0.07
C 2.71669 -3.06616 -1.42136 0.023 -0.039 0.022 -0.28
P 0.94139 -2.59901 -1.43606 0.217 0.159 -0.064 1.09
C 0.46784 -2.99768 -3.15009 -0.011 -0.040 0.005 -0.40
C 0.99851 -2.19113 -4.15955 -0.002 0.000 -0.003 -0.14
C 0.63213 -2.37447 -5.48133 0.018 -0.006 -0.002 -0.07
C -0.28633 -3.36390 -5.81232 0.004 0.003 -0.004 -0.07
C -0.82621 -4.16246 -4.81743 -0.008 -0.008 0.003 -0.06
C -0.45091 -3.98273 -3.49104 -0.010 0.014 -0.011 -0.09
C 0.27887 -3.93773 -0.39119 0.001 0.047 0.103 -0.38
C 0.58606 -5.27513 -0.63871 0.016 0.012 -0.004 -0.09
C 0.13583 -6.26497 0.21976 -0.005 -0.009 0.018 -0.07
C -0.60961 -5.92628 1.34315 0.009 -0.020 -0.009 -0.07
C -0.90312 -4.59739 1.60692 -0.002 0.022 -0.009 -0.07
C -0.45912 -3.60761 0.74092 -0.017 -0.081 -0.003 -0.11
C 2.94344 -2.46036 2.12136 0.039 0.146 -0.009 -0.29
C 3.15895 -3.68331 2.72766 -0.016 -0.010 -0.009 0.00
C 3.43200 -3.70742 4.08791 0.001 0.007 0.024 -0.05
C 3.48244 -2.52824 4.82108 -0.002 -0.019 -0.032 -0.07
C 3.25476 -1.30969 4.19753 -0.013 0.005 -0.007 -0.07
C 2.97871 -1.26372 2.83481 0.135 -0.015 0.013 -0.27
P 2.62920 0.22041 1.84395 -0.624 0.286 -0.518 1.11
C 4.15995 0.47724 0.88310 0.027 -0.044 0.076 -0.37
C 5.40476 0.74899 1.45119 -0.001 -0.043 0.029 -0.08
C 6.53047 0.86489 0.65072 -0.014 0.004 0.003 -0.06
C 6.43045 0.69803 -0.72589 -0.005 0.006 -0.003 -0.06
C 5.20164 0.41641 -1.30259 0.010 -0.022 -0.003 -0.07
C 4.07581 0.31085 -0.49757 0.027 -0.009 0.030 -0.13
C 2.48503 1.60294 3.01752 0.050 -0.012 0.016 -0.38
C 1.48545 1.51365 3.99084 0.002 -0.007 0.002 -0.11
C 1.18100 2.59963 4.79357 -0.006 0.006 0.005 -0.07
C 1.85498 3.80353 4.62332 -0.009 -0.012 0.010 -0.08
C 2.83372 3.90910 3.64821 0.010 -0.006 -0.016 -0.08
C 3.14903 2.81537 2.84877 0.001 -0.011 0.010 -0.10
H 5.20869 -3.04452 0.90292 0.012 -0.001 -0.005 0.13
H 6.46507 -3.96757 -1.02458 -0.006 -0.003 -0.003 0.11
H 5.31918 -4.33562 -3.18891 0.000 0.004 0.004 0.11
H 2.94324 -3.75445 -3.44020 -0.002 -0.007 0.009 0.10
H 1.71482 -1.41282 -3.90803 -0.014 -0.007 -0.001 0.10
H 1.05608 -1.74542 -6.25330 -0.002 -0.004 0.002 0.11
H -0.58033 -3.50773 -6.84360 0.001 0.005 0.003 0.11
H -1.54529 -4.93126 -5.06906 0.003 0.006 -0.001 0.11
H -0.88828 -4.60828 -2.72421 -0.005 0.006 0.000 0.10
H 1.18616 -5.54312 -1.50107 -0.003 0.011 0.004 0.12
H 0.37111 -7.30146 0.01589 -0.003 0.002 0.005 0.11
H -0.95736 -6.70098 2.01400 -0.001 0.004 -0.002 0.11
H -1.47688 -4.32898 2.48444 0.003 -0.005 -0.003 0.11
H -0.69432 -2.57158 0.95462 0.006 0.042 -0.008 0.10
H 3.11041 -4.59427 2.14457 -0.007 0.002 -0.010 0.13
H 3.60274 -4.65675 4.57814 0.001 0.007 0.004 0.11
H 3.69951 -2.55926 5.88008 -0.001 0.004 0.000 0.11
H 3.29131 -0.39157 4.76979 0.004 0.002 0.013 0.11
H 5.49684 0.85939 2.52509 -0.018 0.005 0.020 0.12
H 7.49144 1.07644 1.10100 -0.002 -0.001 0.001 0.11
H 7.31441 0.77694 -1.34517 -0.007 0.003 0.002 0.11
H 5.12360 0.25651 -2.37076 0.000 0.010 0.003 0.11
H 3.12312 0.04073 -0.94540 -0.018 -0.010 -0.009 0.07
H 0.93217 0.58897 4.11671 0.002 -0.003 -0.006 0.11
H 0.41051 2.50965 5.54848 0.003 0.000 -0.002 0.11
H 1.61703 4.65291 5.25012 0.000 -0.003 -0.003 0.11
H 3.36454 4.84274 3.51176 0.004 -0.006 -0.003 0.11
H 3.91565 2.91772 2.09187 0.038 -0.018 -0.023 0.10
```
Positions in Å, forces in eV/Å.

Calculated values
* electronic energy: -85747.47062 eV
* total charge: +1
* energy relative to the best compared isomer or geometry (same formula, charge and spin): 1.703 eV
* maximum force: 0.0411 hartree/bohr
* E_HOMO: -8.8858 eV